# 1
Formula: C19H27ClN2Ti
Source: the Open Molecules 2025 dataset
Level of theory: wB97M-V/def2-TZVPD

The geometry in ORCA input format:
```
! RIJCOSX wB97M-V def2-TZVPD def2/J DEFGRID3
* xyz 2 1
C 0.2349 0.7622 -6.2271
C 1.6078 1.3146 -6.6332
C 0.0184 -0.5683 -6.9600
C -0.8453 1.7496 -6.6889
Cl 0.1460 0.5268 -4.4065
H 0.0780 -0.3474 -8.0372
H -0.9644 -0.9968 -6.7472
H 0.7914 -1.3008 -6.7132
H 1.5884 1.4399 -7.7271
H 2.4152 0.6232 -6.3773
H 1.8084 2.2862 -6.1745
H -0.7402 1.8512 -7.7802
H -0.7165 2.7342 -6.2321
H -1.8504 1.3808 -6.4682
C 1.7255 -1.2634 1.0590
C 0.8607 -2.0727 0.2576
C 0.8999 -1.5600 -1.0819
H 0.3206 -2.9541 0.6082
C 1.7057 -0.3667 -1.0880
C 2.2559 -0.2139 0.2256
H 3.0334 0.5063 0.4920
H 2.0377 -1.5180 2.0700
H 0.5342 -2.0756 -1.9759
H 1.9229 0.2633 -1.9586
C -1.9937 1.1153 0.2533
C -2.2158 -0.1146 1.0056
C -1.9898 -1.2146 0.1286
H -2.6453 -0.1996 2.0000
C -1.7115 -0.6942 -1.1756
C -1.6832 0.7463 -1.1017
H -1.5453 1.4403 -1.9361
H -2.0916 2.1341 0.6281
H -2.0822 -2.2554 0.4131
H -1.6837 -1.2666 -2.0974
Ti -0.0622 0.0242 0.3303
C 2.8789 1.8724 4.6618
C 1.5740 1.7339 4.0063
C 0.2841 2.1179 4.3295
C -0.5211 1.8049 3.2498
N 0.2536 1.2229 2.2635
N 1.5059 1.2387 2.7695
C -1.9416 2.2353 3.2563
H 3.2018 2.9233 4.7402
H 2.9137 1.4646 5.6839
H 3.6667 1.3486 4.0910
H -0.0450 2.6214 5.2290
H 2.3216 1.0295 2.2254
H -2.2786 2.2434 4.3006
H -2.0532 3.2667 2.8977
H -2.6329 1.5990 2.7099
*
```

Values from the calculation:
HOMO: -15.42 eV
Energy above the lowest of the compared OMol25 structures with the same formula, charge and spin: 36.1 kJ/mol
Gap between HOMO and LUMO: 6.8336 eV

***

# 2
Formula: C32H57Cl4FO18
Source: the Open Molecules 2025 dataset
Level of theory: wB97M-V/def2-TZVPD

The geometry in ORCA input format:
```
! RIJCOSX wB97M-V def2-TZVPD def2/J DEFGRID3
* xyz 0 1
C 20.4280 -11.9735 -6.5116
Cl 19.3120 -11.8693 -5.1199
Cl 20.2827 -13.6046 -7.2281
H 20.2899 -11.2234 -7.2903
H 21.3961 -11.7912 -6.0450
C 23.8040 -7.7675 -2.7017
Cl 25.4688 -8.2773 -2.7673
Cl 22.8248 -9.0275 -1.9468
H 23.7241 -6.8668 -2.0931
H 23.5045 -7.6321 -3.7410
C 22.9921 -8.2913 -5.0288
C 22.0459 -8.9699 -6.0546
O 22.6798 -9.1068 -7.3935
C 22.2796 -10.0393 -8.2582
O 21.4616 -10.9289 -8.0316
O 22.7917 -9.7094 -9.4420
C 22.3783 -10.4989 -10.5869
H 23.9406 -8.8280 -5.0093
H 22.5930 -8.3544 -4.0165
H 23.1715 -7.2425 -5.2656
H 21.0781 -8.4694 -6.0861
H 21.7601 -9.9445 -5.6590
H 21.3190 -10.7408 -10.5014
H 22.9962 -11.3812 -10.7534
H 22.5897 -9.7980 -11.3945
C 21.7350 -14.1503 -4.5511
C 23.2255 -14.4222 -4.8469
O 24.0091 -13.9522 -3.7886
C 25.3306 -13.8604 -3.9725
O 25.9491 -14.4090 -4.8790
O 25.8603 -13.2161 -2.9371
C 27.2820 -13.1701 -2.7596
H 21.1393 -14.3463 -5.4426
H 21.5503 -13.1024 -4.3149
H 21.3254 -14.8629 -3.8352
H 23.4309 -14.0541 -5.8521
H 23.4110 -15.4913 -4.9507
H 27.7191 -14.1662 -2.6892
H 27.5758 -12.6695 -1.8370
H 27.7589 -12.5718 -3.5359
C 24.4426 -10.6347 -8.3904
C 25.5165 -11.6413 -8.0658
O 25.5381 -12.4649 -9.1599
C 26.5421 -13.3421 -9.3427
O 27.5153 -13.4974 -8.5719
O 26.4230 -13.9540 -10.5833
C 27.2217 -15.1029 -10.8402
H 23.5979 -11.0559 -8.9356
H 24.8679 -9.7899 -8.9321
H 24.1473 -10.2200 -7.4266
H 25.3246 -12.1436 -7.1177
H 26.4502 -11.0912 -7.9482
H 27.3541 -15.7221 -9.9529
H 28.1184 -14.7341 -11.3382
H 26.6490 -15.7453 -11.5091
C 31.2515 -9.1584 -9.3902
C 30.9148 -9.3650 -7.8893
O 29.9195 -10.3350 -7.8545
C 29.5272 -10.9109 -6.7174
O 29.7786 -10.5864 -5.5842
O 28.5615 -11.7614 -7.0932
C 27.9951 -12.5616 -6.0787
H 31.4211 -9.9913 -10.0726
H 32.1745 -8.5860 -9.4821
H 30.4169 -8.6438 -9.8664
H 30.5898 -8.4330 -7.4271
H 31.8005 -9.7738 -7.4029
H 27.5184 -11.9452 -5.3165
H 28.6850 -13.2364 -5.5720
H 27.2513 -13.2283 -6.5149
C 20.4882 -5.0587 -6.0700
C 20.1723 -5.1993 -4.5311
O 19.7966 -6.5272 -4.1513
C 20.7471 -7.4407 -3.7530
O 21.9189 -7.1844 -3.5121
O 20.0593 -8.5876 -3.5661
C 20.8211 -9.6331 -2.9536
H 19.6189 -5.1615 -6.7195
H 21.2592 -5.7740 -6.3567
H 20.8673 -4.0383 -6.1247
H 19.3695 -4.5619 -4.1605
H 21.0015 -4.9401 -3.8728
H 21.8691 -9.6559 -3.2524
H 20.3447 -10.5777 -3.2158
H 20.8769 -9.5625 -1.8673
C 24.0674 -11.7541 -1.4113
C 25.3226 -10.8509 -1.3269
O 26.4306 -11.3038 -2.0899
C 27.3466 -10.4431 -2.5029
O 27.3735 -9.2057 -2.2263
O 28.3224 -11.1722 -3.1364
C 29.3593 -10.4062 -3.7615
H 23.6066 -11.6855 -2.3967
H 23.2878 -11.4686 -0.7049
H 24.3354 -12.8063 -1.3160
H 25.7076 -10.8584 -0.3072
H 25.1310 -9.8204 -1.6261
H 29.8258 -9.6361 -3.1471
H 28.9315 -9.8007 -4.5606
H 30.1434 -10.9843 -4.2505
F 21.7083 -10.3995 -4.3515
C 22.9989 -10.8213 -4.6695
C 24.0118 -10.3590 -3.9104
C 25.3072 -10.7878 -4.2426
C 25.6043 -11.7275 -5.2105
C 24.4878 -12.1779 -5.9779
C 23.2041 -11.6875 -5.7385
H 23.9701 -9.6264 -3.1180
H 26.1220 -10.4852 -3.6015
H 26.6185 -12.0909 -5.2861
H 24.6462 -12.9381 -6.7286
H 22.3381 -12.0858 -6.2463
*
```

Values from the calculation:
HOMO: -8.37 eV
Gap between HOMO and LUMO: 8.8867 eV